Formula: C4H5NO
Source: OMol25
Level of theory: ωB97M-V with the def2-TZVPD basis set

XYZ file:
```
11
C4H5NO (ωB97M-V with the def2-TZVPD basis set)
C 1.507 -0.736 -1.199
H 2.336 -0.429 -0.551
N -1.766 1.019 0.722
O 0.095 0.800 2.010
H -1.984 1.911 1.132
H -2.436 0.547 0.139
H 1.250 0.103 -1.855
C 0.374 -1.008 -0.341
C -0.480 -0.954 0.525
C -0.699 0.340 1.217
H 1.803 -1.593 -1.800
```

Output
SMILES ... CC#CC(N)=O
ΔE to the lowest compared entry with this formula, charge and spin ... 204.9 kJ/mol
Spin multiplicity ... 1
Energy ... -285.3366 a.u.